(1)
The following is a DFT calculation (ωB97M-V with the def2-TZVPD basis set) of one molecule with the formula HN2OP in a non-equilibrium geometry.

Computed properties:
expectation value of S²: 2.09
calculated total energy: -526.49342 Ha
HOMO (spin up / spin down): -9.5 / -10.1 eV
frontier orbital gap (spin up / spin down): 8.144 / 8.153 eV

The geometry in ORCA input format:
```
! RIJCOSX wB97M-V def2-TZVPD def2/J DEFGRID3
* xyz 0 3
N -0.48946 0.75155 0.39115
N 0.32939 -1.76046 0.15618
O -0.52172 1.18387 1.51702
P 0.42394 -0.35279 -0.43808
H 0.25785 0.17783 -1.62626
*
```

(2)
The following is a DFT calculation (ωB97M-V with the def2-TZVPD basis set) of a 2-piece molecular cluster, HN3O3 overall in a non-equilibrium geometry.

Computed properties:
SMILES: O=[N+]([O-])O.N#N
calculated total energy: -390.45820 Ha
HOMO: -11.8 eV
frontier orbital gap: 11.813 eV

The geometry in ORCA input format:
```
! RIJCOSX wB97M-V def2-TZVPD def2/J DEFGRID3
* xyz 0 1
N -2.02165 -1.39232 0.21116
N -1.64644 -0.54126 -0.37711
N 0.99220 0.39867 -0.36851
O 0.68285 0.79958 0.93478
O 1.75130 1.13060 -0.86684
O 0.35892 -0.57928 -0.77806
H -0.11717 0.18401 1.24458
*
```

(3)
The following is a DFT calculation (ωB97M-V with the def2-TZVPD basis set) of HN3O4 as an isolated structure in a non-equilibrium geometry.

Computed properties:
calculated total energy: -465.55073 Ha
HOMO: -11.1 eV
frontier orbital gap: 10.071 eV

The geometry in ORCA input format:
```
! RIJCOSX wB97M-V def2-TZVPD def2/J DEFGRID3
* xyz 0 1
N -0.19338 0.49164 -0.14040
N 0.66080 1.49699 0.10467
N -2.01246 0.60777 0.12550
O 0.28635 2.61368 -0.13211
O 1.74799 1.15569 0.51274
O -2.36752 1.69888 0.08348
O -2.40570 -0.46845 0.26795
H 0.12334 -0.42132 0.16892
*
```

(4)
The following is a DFT calculation (ωB97M-V with the def2-TZVPD basis set) of an isolated ion of composition HN4O3 and charge -1 in a non-equilibrium geometry.

Computed properties:
SMILES: [H]/N=N\N([O-])ON=O
calculated total energy: -445.11132 Ha
HOMO: -2.4 eV
frontier orbital gap: 6.702 eV

The geometry in ORCA input format:
```
! RIJCOSX wB97M-V def2-TZVPD def2/J DEFGRID3
* xyz -1 1
N -0.80677 0.12139 0.11612
N 1.20397 0.50100 1.61346
N -1.56474 -0.75238 -0.34892
N 0.24024 0.48398 -0.54322
O 0.58175 0.27805 -1.71462
O 0.62331 -0.55099 1.77010
O 1.11440 1.11819 0.38101
H -1.39217 -1.19924 -1.27394
*
```

(5)
The following is a DFT calculation (ωB97M-V with the def2-TZVPD basis set) of an isolated ion of composition HN6O2 and charge -1 in a non-equilibrium geometry.

Computed properties:
SMILES: [H]/N=N/N=N\N([O-])N=O
calculated total energy: -479.35555 Ha
HOMO (spin up / spin down): -3.6 / -3.9 eV
frontier orbital gap (spin up / spin down): 6.849 / 7.679 eV

The geometry in ORCA input format:
```
! RIJCOSX wB97M-V def2-TZVPD def2/J DEFGRID3
* xyz -1 1
N 0.22371 -1.17008 -2.68503
N 1.02981 -0.26532 -2.08300
N 1.03710 -0.05309 -0.86847
N -0.00504 0.13333 -0.13367
N -0.85736 -1.68026 -2.03256
N -1.73479 -0.82269 -1.42646
O -1.18126 -2.94416 -2.11047
O -2.67507 -1.21243 -0.73977
H -0.09898 -0.27954 0.85035
*
```

(6)
The following is a DFT calculation (ωB97M-V with the def2-TZVPD basis set) of a 2-piece molecular cluster, HNO2S2 overall in a non-equilibrium geometry.

Computed properties:
calculated total energy: -1002.03946 Ha
HOMO (spin up / spin down): -9.2 / -9.1 eV
frontier orbital gap (spin up / spin down): 7.347 / 7.275 eV

The geometry in ORCA input format:
```
! RIJCOSX wB97M-V def2-TZVPD def2/J DEFGRID3
* xyz 0 1
N -1.10471 -1.60199 1.19665
O -1.37693 -1.99899 2.27083
O -1.53138 -1.75662 0.10981
S 0.03286 0.55371 0.86817
S 0.96144 2.23331 1.23657
H 1.03318 0.22951 -0.08460
*
```

(7)
The following is a DFT calculation (ωB97M-V with the def2-TZVPD basis set) of a 2-piece molecular cluster, HNO2S2 overall.

Computed properties:
calculated total energy: -1001.99710 Ha
HOMO (spin up / spin down): -10.2 / -9.7 eV
frontier orbital gap (spin up / spin down): 6.908 / 7.303 eV

The geometry in ORCA input format:
```
! RIJCOSX wB97M-V def2-TZVPD def2/J DEFGRID3
* xyz 0 1
N 0.09538 1.01526 -0.61193
O 0.07829 2.09186 -1.13887
O -0.71342 0.54650 0.13794
S -0.52884 -2.31428 0.82891
S 1.50433 0.04822 -0.99317
H -0.43574 -1.38755 1.77713
*
```

(8)
The following is a DFT calculation (ωB97M-V with the def2-TZVPD basis set) of a 2-piece molecular cluster, HNO3S overall in a non-equilibrium geometry.

Computed properties:
calculated total energy: -679.14294 Ha
HOMO (spin up / spin down): -10.6 / -10.6 eV
frontier orbital gap (spin up / spin down): 9.162 / 9.161 eV

The geometry in ORCA input format:
```
! RIJCOSX wB97M-V def2-TZVPD def2/J DEFGRID3
* xyz 0 1
N -0.30703 -0.57553 0.53025
O 2.36570 -0.64563 -1.24384
O 2.35560 0.85834 0.62492
O -1.00434 -1.55279 0.76242
S 2.28361 -0.54355 0.16828
H -1.09169 0.16091 0.18016
*
```

(9)
The following is a DFT calculation (ωB97M-V with the def2-TZVPD basis set) of a 2-piece molecular cluster, HNO4P overall in a non-equilibrium geometry.

Computed properties:
calculated total energy: -697.73528 Ha
HOMO: -5.1 eV
frontier orbital gap: 8.058 eV

The geometry in ORCA input format:
```
! RIJCOSX wB97M-V def2-TZVPD def2/J DEFGRID3
* xyz -1 1
N 2.26825 -0.06685 0.62244
O -2.04430 0.12192 0.97655
O -1.75080 -1.46184 -0.97277
O -0.67937 0.80557 -1.01699
O 2.52419 0.98997 0.09937
P -1.45700 -0.17738 -0.30751
H 1.13904 -0.21140 0.59892
*
```

(10)
The following is a DFT calculation (ωB97M-V with the def2-TZVPD basis set) of an isolated ion of composition HNO6P and charge -1 in a non-equilibrium geometry.

Computed properties:
SMILES: O=[N+]([O-])P1([O-])(O)OO1
calculated total energy: -848.06771 Ha
HOMO: -4.8 eV
frontier orbital gap: 8.914 eV

The geometry in ORCA input format:
```
! RIJCOSX wB97M-V def2-TZVPD def2/J DEFGRID3
* xyz -1 1
N -1.04670 0.20466 -1.97749
O -1.53866 1.06084 -2.69626
O -2.87020 -0.67796 -0.06802
O -0.12330 -0.49728 -2.29375
O -0.14929 -1.23298 0.25942
O -0.13032 1.42728 -0.30511
O -1.41826 1.38407 0.37046
P -1.57930 -0.04849 -0.28585
H 0.62455 -0.83339 0.58710
*
```

(11)
The following is a DFT calculation (ωB97M-V with the def2-TZVPD basis set) of one molecule with the formula HO2PS in a non-equilibrium geometry.

Computed properties:
calculated total energy: -890.52955 Ha
HOMO (spin up / spin down): -8.7 / -8.8 eV
frontier orbital gap (spin up / spin down): 7.369 / 7.896 eV

The geometry in ORCA input format:
```
! RIJCOSX wB97M-V def2-TZVPD def2/J DEFGRID3
* xyz 0 1
O -0.25561 0.21352 -0.55448
O 1.91432 1.42933 -0.58734
P -1.47724 -0.80366 -0.19992
S 0.95068 0.75365 0.27011
H -1.13215 -1.59284 1.07163
*
```

(12)
The following is a DFT calculation (ωB97M-V with the def2-TZVPD basis set) of HO2SSr as an isolated structure in a non-equilibrium geometry.

Computed properties:
calculated total energy: -579.63027 Ha
HOMO (spin up / spin down): -11.7 / -12.9 eV
frontier orbital gap (spin up / spin down): 5.729 / 7.475 eV

The geometry in ORCA input format:
```
! RIJCOSX wB97M-V def2-TZVPD def2/J DEFGRID3
* xyz 1 1
S 1.25237 0.80556 -0.40974
O -0.29101 0.66517 -0.17705
Sr -1.15826 -1.28028 0.88054
O 1.86318 -0.25023 0.45644
H -1.66628 0.05977 -0.75019
*
```

(13)
The following is a DFT calculation (ωB97M-V with the def2-TZVPD basis set) of HgI2 as an isolated structure in a non-equilibrium geometry.

Computed properties:
calculated total energy: -748.80717 Ha
HOMO: -9.0 eV
frontier orbital gap: 5.567 eV

The geometry in ORCA input format:
```
! RIJCOSX wB97M-V def2-TZVPD def2/J DEFGRID3
* xyz 0 1
Hg 0.50714 -0.42032 -1.18545
I -1.32784 -1.53747 0.76704
I 0.82071 1.95779 0.41841
*
```

(14)
The following is a DFT calculation (ωB97M-V with the def2-TZVPD basis set) of IK as an isolated structure.

Computed properties:
calculated total energy: -897.67238 Ha
HOMO: -7.7 eV
frontier orbital gap: 6.754 eV

The geometry in ORCA input format:
```
! RIJCOSX wB97M-V def2-TZVPD def2/J DEFGRID3
* xyz 0 1
K 0.57769 -1.34670 0.12401
I -0.57769 1.34670 -0.12401
*
```

(15)
The following is a DFT calculation (ωB97M-V with the def2-TZVPD basis set) of IMn as an isolated structure in a non-equilibrium geometry.

Computed properties:
expectation value of S²: 8.78
calculated total energy: -1448.36118 Ha
HOMO (spin up / spin down): -14.1 / -14.1 eV
frontier orbital gap (spin up / spin down): 6.061 / 6.184 eV

The geometry in ORCA input format:
```
! RIJCOSX wB97M-V def2-TZVPD def2/J DEFGRID3
* xyz 1 6
Mn 0.28233 -0.84661 -1.13141
I -0.28233 0.84661 1.13141
*
```

(16)
The following is a DFT calculation (ωB97M-V with the def2-TZVPD basis set) of INa as an isolated structure in a non-equilibrium geometry.

Computed properties:
calculated total energy: -460.02498 Ha
HOMO: -8.4 eV
frontier orbital gap: 7.510 eV

The geometry in ORCA input format:
```
! RIJCOSX wB97M-V def2-TZVPD def2/J DEFGRID3
* xyz 0 1
Na 0.51339 -0.11671 1.04425
I -0.51339 0.11671 -1.04425
*
```

(17)
The following is a DFT calculation (ωB97M-V with the def2-TZVPD basis set) of a 2-piece molecular cluster, IPS overall.

Computed properties:
calculated total energy: -1037.17013 Ha
HOMO (spin up / spin down): -10.4 / -7.6 eV
frontier orbital gap (spin up / spin down): 9.186 / 4.158 eV

The geometry in ORCA input format:
```
! RIJCOSX wB97M-V def2-TZVPD def2/J DEFGRID3
* xyz 0 1
P -0.19024 -0.17048 -0.00170
S 1.68432 0.15526 -0.00155
I -6.07450 0.01768 0.00081
*
```

(18)
The following is a DFT calculation (ωB97M-V with the def2-TZVPD basis set) of IY as an isolated structure in a non-equilibrium geometry.

Computed properties:
expectation value of S²: 0.75
calculated total energy: -334.55312 Ha
HOMO (spin up / spin down): -26.8 / -26.5 eV
frontier orbital gap (spin up / spin down): 8.996 / 6.567 eV

The geometry in ORCA input format:
```
! RIJCOSX wB97M-V def2-TZVPD def2/J DEFGRID3
* xyz 3 2
Y -15.32668 -20.51647 12.55195
I -12.85791 -20.63297 13.74503
*
```

(19)
The following is a DFT calculation (ωB97M-V with the def2-TZVPD basis set) of InNO3 as an isolated structure.

Computed properties:
calculated total energy: -469.50214 Ha
HOMO: -21.3 eV
frontier orbital gap: 3.816 eV

The geometry in ORCA input format:
```
! RIJCOSX wB97M-V def2-TZVPD def2/J DEFGRID3
* xyz 2 1
In 3.28145 -0.12922 0.91182
N -0.83636 0.05209 -0.22911
O 0.30608 -0.14592 0.17779
O -1.28278 1.15553 -0.33146
O -1.46839 -0.93247 -0.52904
*
```